Record 1
Below is C10H8O2 as an isolated structure in a non-equilibrium geometry, with properties calculated with ωB97M-V/def2-TZVPD.

XYZ file:
```
20
Properties=species:S:1:pos:R:3:nbo_charge:R:1
C -0.009 -0.974 3.812 -0.1982
C -1.742 -1.518 -2.911 -0.1773
C 0.472 -0.559 2.794 -0.0815
C -1.671 -1.489 -1.733 -0.0618
C 1.708 0.699 1.077 -0.1919
C 0.685 -0.006 1.508 -0.0896
C 1.593 1.233 -0.291 -0.4550
C -1.399 -1.238 -0.353 -0.0479
C 0.288 0.776 -1.034 0.0662
C -0.557 -0.100 -0.050 0.3309
O -1.876 0.019 0.145 -0.4404
O -0.380 1.795 -1.601 -0.6778
H -0.580 -1.565 4.525 0.2416
H -1.832 -1.787 -3.958 0.2432
H 2.661 0.607 1.613 0.2252
H 1.552 2.317 -0.276 0.2066
H 2.399 1.111 -0.929 0.2250
H -1.458 -1.934 0.410 0.2213
H 0.568 0.056 -1.818 0.1912
H -0.421 2.559 -0.930 0.4703
```

- Energy above the lowest of the compared OMol25 structures with the same formula, charge and spin: 191.8 kcal per mole
- Multiplicity: 1
- HOMO energy: -8.94 eV
- LUMO: 0.83 eV

=====

Record 2
Below is C46H134AsF6N4O27 as an isolated structure in a non-equilibrium geometry, with properties calculated with ωB97M-V/def2-TZVPD.

XYZ file:
```
218
Properties=species:S:1:pos:R:3:lowdin_charge:R:1
As 0.083 0.879 -0.200 0.9589
F -1.681 0.776 -0.276 -0.2500
F 0.084 2.314 0.924 -0.2796
F 1.888 0.879 -0.196 -0.2797
F 0.194 -0.488 -1.375 -0.2725
F 0.083 2.063 -1.527 -0.2636
F -0.008 -0.239 1.223 -0.2730
C 0.190 0.144 6.559 -0.1959
C 0.530 0.520 8.060 -0.2176
O 1.473 1.566 8.000 -0.0874
O -1.164 -0.391 6.449 -0.1060
H 0.868 -0.669 6.299 0.0740
H 0.268 1.013 5.907 0.0989
H 1.008 -0.309 8.581 0.1079
H -0.303 0.946 8.619 0.1187
H 2.341 1.198 7.819 0.0810
H -1.113 -1.010 5.717 0.0093
C -8.285 4.417 -2.186 -0.2593
C -7.197 3.457 -2.507 -0.2531
O -6.970 2.494 -1.462 -0.0609
O -9.394 3.707 -1.625 -0.0584
H -8.471 5.105 -3.011 0.1176
H -7.973 5.048 -1.354 0.1079
H -6.251 3.964 -2.700 0.1077
H -7.496 2.982 -3.442 0.1112
H -6.018 2.452 -1.345 0.0237
H -10.222 4.155 -1.815 0.0760
C -0.885 6.946 2.862 -0.2077
C -1.794 7.188 1.671 -0.2525
O -1.475 8.282 0.823 -0.0739
O -1.282 7.820 3.931 -0.0633
H 0.176 6.947 2.612 0.1121
H -1.073 5.944 3.247 0.1054
H -2.831 7.302 1.987 0.1226
H -1.843 6.372 0.951 0.1037
H -2.195 8.910 0.924 0.0784
H -1.284 8.729 3.621 0.0738
C -3.534 -1.409 1.509 -0.2206
C -3.188 -0.545 2.744 -0.1945
O -4.336 0.182 3.157 -0.0724
O -4.269 -2.585 1.821 -0.0682
H -2.665 -1.720 0.929 0.0929
H -4.151 -0.870 0.791 0.1171
H -2.451 0.217 2.493 0.0903
H -2.845 -1.089 3.624 0.1128
H -4.986 -0.484 3.392 0.0999
H -3.628 -3.291 1.710 0.0471
C -1.678 2.469 4.297 -0.2170
C -2.439 2.952 3.041 -0.2605
O -3.852 2.972 3.189 -0.0506
O -1.831 3.489 5.290 -0.0659
H -0.648 2.173 4.097 0.1055
H -2.100 1.542 4.685 0.1030
H -2.123 2.251 2.268 0.0777
H -2.084 3.927 2.708 0.1012
H -4.042 2.034 3.264 0.0375
H -2.771 3.683 5.280 0.0745
C 4.005 2.972 2.259 -0.2166
C 2.781 3.292 3.169 -0.2431
O 3.194 3.260 4.517 -0.0684
O 4.797 4.166 2.186 -0.0784
H 3.727 2.637 1.260 0.0928
H 4.522 2.127 2.714 0.1055
H 1.932 2.608 3.169 0.0954
H 2.351 4.236 2.835 0.1107
H 2.472 3.615 5.040 0.0817
H 4.383 4.644 1.464 0.0198
C -0.973 4.637 -3.098 -0.2481
C -0.074 4.067 -4.317 -0.2055
O 0.897 4.999 -4.651 -0.0748
O -1.747 5.702 -3.523 -0.0513
H -0.314 4.975 -2.299 0.0980
H -1.566 3.786 -2.761 0.0935
H -0.717 3.813 -5.160 0.1244
H 0.404 3.214 -3.837 0.1021
H 0.485 5.568 -5.306 0.1028
H -1.156 6.446 -3.389 0.0770
C 3.457 3.941 -2.384 -0.2092
C 4.480 4.326 -1.276 -0.1563
O 3.927 5.156 -0.206 -0.0939
O 3.411 4.995 -3.366 -0.0925
H 2.474 3.809 -1.932 0.1036
H 3.667 3.039 -2.959 0.1122
H 5.343 4.877 -1.649 0.1215
H 4.845 3.354 -0.946 0.1056
H 3.686 6.018 -0.551 0.0368
H 2.588 4.955 -3.859 0.0238
C 0.640 -3.226 6.450 -0.0406
C -0.165 -3.693 5.216 -0.3979
C -1.328 -4.564 5.623 -0.1867
O -0.868 -5.804 6.197 -0.1848
C -1.885 -6.780 6.236 -0.1275
N -0.678 -2.563 4.451 0.0670
H 0.128 -2.558 7.143 0.0743
H 1.588 -2.748 6.203 0.0487
H 0.917 -4.120 7.007 0.0793
H 0.559 -4.253 4.624 0.1273
H -2.014 -4.791 4.807 0.1103
H -2.017 -4.065 6.305 0.1327
H -2.802 -6.307 6.588 0.0807
H -1.662 -7.514 7.010 0.0835
H -2.111 -7.273 5.290 0.0827
H 0.214 -2.206 4.141 0.0274
H -1.084 -2.895 3.588 0.0364
C 3.716 -1.808 -3.656 -0.0438
C 4.043 -3.164 -3.008 -0.4665
C 2.904 -3.784 -2.206 -0.1655
O 3.388 -4.800 -1.315 -0.1846
C 2.417 -5.497 -0.552 -0.0966
N 4.617 -3.996 -3.991 0.0350
H 4.617 -1.247 -3.906 0.0753
H 3.025 -1.221 -3.051 0.0692
H 3.173 -1.918 -4.594 0.0656
H 4.914 -3.117 -2.355 0.1217
H 2.111 -4.254 -2.786 0.1158
H 2.329 -3.060 -1.629 0.1119
H 1.783 -6.073 -1.227 0.0753
H 1.865 -4.866 0.145 0.0572
H 2.849 -6.201 0.159 0.0901
H 4.836 -4.841 -3.484 0.0756
H 5.479 -3.474 -4.056 0.0686
C 8.337 -1.986 -2.347 -0.0605
C 8.661 -1.354 -0.956 -0.4026
C 7.506 -0.474 -0.355 -0.1700
O 6.312 -1.273 -0.207 -0.2071
C 5.094 -0.547 -0.399 -0.1035
N 8.932 -2.440 -0.041 0.0233
H 9.229 -2.484 -2.727 0.0686
H 8.064 -1.246 -3.098 0.0705
H 7.565 -2.756 -2.344 0.0577
H 9.539 -0.724 -1.096 0.1271
H 7.303 0.398 -0.977 0.1147
H 7.693 -0.174 0.676 0.1181
H 4.273 -1.184 -0.072 0.0783
H 4.905 -0.176 -1.407 0.0793
H 4.942 0.268 0.308 0.0730
H 8.838 -2.032 0.878 0.0613
H 8.214 -3.148 0.011 0.0711
C 0.121 -8.878 -2.627 -0.0768
C -0.977 -7.853 -2.538 -0.4329
C -0.780 -6.598 -3.469 -0.1630
O -1.939 -5.724 -3.283 -0.2284
C -1.792 -4.559 -4.079 -0.0976
N -2.244 -8.537 -2.817 0.0452
H 1.121 -8.445 -2.656 0.0765
H -0.014 -9.535 -3.486 0.0720
H -0.036 -9.590 -1.816 0.0804
H -0.916 -7.399 -1.549 0.1214
H -0.697 -6.759 -4.543 0.1222
H 0.105 -6.053 -3.142 0.0951
H -0.839 -4.081 -3.854 0.0792
H -2.524 -3.842 -3.708 0.0729
H -1.939 -4.852 -5.119 0.0928
H -2.842 -7.777 -3.106 0.0558
H -2.138 -9.162 -3.603 0.0630
C -5.295 -2.957 -2.112 -0.0796
C -6.001 -3.447 -3.343 -0.3492
O -7.255 -3.911 -2.936 -0.0745
H -5.143 -3.847 -1.501 0.0803
H -5.801 -2.217 -1.492 0.0882
H -4.305 -2.616 -2.412 0.0439
H -5.477 -4.312 -3.748 0.1098
H -6.123 -2.708 -4.135 0.1057
H -7.507 -4.646 -3.499 0.0800
C -4.586 5.003 -0.339 -0.0696
C -3.720 3.810 -0.268 -0.3320
O -4.439 2.652 -0.526 -0.0470
H -4.082 5.880 0.067 0.0660
H -5.524 4.785 0.171 0.0909
H -4.886 5.241 -1.359 0.0688
H -3.281 3.833 0.729 0.0941
H -2.892 3.982 -0.955 0.1027
H -3.799 1.971 -0.307 0.0799
C 1.383 6.958 -1.378 -0.0741
C 2.178 7.776 -0.387 -0.3481
O 3.488 7.933 -0.802 -0.0498
H 1.652 5.908 -1.260 0.0547
H 1.511 7.179 -2.438 0.0887
H 0.342 7.020 -1.060 0.0691
H 2.048 7.410 0.632 0.1161
H 1.670 8.740 -0.382 0.1108
H 3.740 8.697 -0.278 0.1015
C 3.233 -2.312 4.087 -0.0524
C 2.587 -1.249 3.151 -0.2681
O 1.265 -0.949 3.556 -0.1176
H 2.586 -3.189 4.073 0.0600
H 3.412 -1.913 5.086 0.0691
H 4.266 -2.550 3.835 0.0706
H 2.435 -1.502 2.102 0.1025
H 3.224 -0.366 3.126 0.1020
H 0.832 -0.498 2.827 0.0460
C -0.752 -3.990 -0.154 -0.0440
C -0.417 -3.783 1.373 -0.2579
O -1.582 -4.104 2.121 -0.1113
H -1.538 -3.298 -0.454 0.0711
H -0.916 -5.022 -0.465 0.0663
H 0.158 -3.765 -0.709 0.0440
H -0.151 -2.761 1.643 0.0954
H 0.393 -4.467 1.629 0.0982
H -1.836 -4.985 1.836 0.0993
C -3.462 -0.422 -4.218 -0.0604
C -2.427 -0.238 -3.158 -0.3250
O -1.383 -1.151 -3.439 -0.0986
H -4.178 0.400 -4.232 0.0815
H -4.068 -1.313 -4.054 0.0477
H -3.006 -0.397 -5.208 0.0738
H -2.861 -0.362 -2.166 0.0965
H -1.954 0.739 -3.064 0.1053
H -0.768 -1.012 -2.715 0.0344
C 1.160 -0.120 -7.587 -0.0967
C 0.747 -0.526 -6.201 -0.3305
O -0.498 0.069 -5.853 -0.0847
H 0.589 -0.555 -8.408 0.0688
H 2.201 -0.416 -7.719 0.0717
H 1.028 0.945 -7.775 0.0725
H 1.474 -0.117 -5.499 0.1017
H 0.773 -1.612 -6.115 0.1099
H -0.669 -0.218 -4.953 0.0241
```

- Multiplicity: 1
- HOMO energy: -7.53 eV
- Total charge: -1
- LUMO: 1.79 eV

=====

Record 3
Below is C33H40Br2N3O3PPt as an isolated structure, with properties calculated with ωB97M-V/def2-TZVPD.

XYZ file:
```
83
Properties=species:S:1:pos:R:3:lowdin_charge:R:1
Pt 0.591 0.037 -0.072 1.0613
C 3.649 -0.516 -2.062 -0.1139
C 3.955 0.360 -0.846 -0.5361
C 5.411 0.223 -0.408 -0.0980
P 2.739 -0.020 0.470 0.9189
C 3.128 1.026 1.919 -0.5164
C 2.126 0.720 3.035 -0.1037
C 3.095 2.513 1.551 -0.0994
C 2.951 -1.705 1.004 -0.2933
C 4.112 -2.230 1.587 -0.0561
C 4.197 -3.553 1.970 -0.2885
C 5.451 -4.133 2.573 -0.0607
C 3.055 -4.345 1.763 -0.0373
C 1.888 -3.850 1.226 -0.0037
C 1.801 -2.492 0.836 -0.3206
N 0.680 -1.911 0.334 -0.1507
C -0.508 -2.681 0.170 -0.2453
C -0.689 -3.383 -1.027 -0.2092
C 0.331 -3.263 -2.127 -0.0233
C -1.826 -4.165 -1.186 -0.0306
C -2.792 -4.256 -0.188 -0.2929
C -4.020 -5.110 -0.382 -0.0485
C -2.597 -3.535 0.983 -0.0175
C -1.461 -2.749 1.185 -0.1944
C -1.244 -2.034 2.491 -0.0206
H 4.267 -0.213 -2.910 0.0835
H 2.599 -0.455 -2.354 0.0521
H 3.866 -1.563 -1.837 0.0836
H 3.767 1.405 -1.106 0.0773
H 5.664 -0.821 -0.223 0.0708
H 5.638 0.802 0.489 0.0705
H 6.063 0.585 -1.207 0.0835
H 4.133 0.741 2.243 0.1056
H 1.100 0.826 2.677 0.0599
H 2.271 1.419 3.863 0.0820
H 2.248 -0.296 3.414 0.0780
H 2.114 2.788 1.160 0.0619
H 3.847 2.776 0.804 0.0715
H 3.278 3.121 2.437 0.0836
H 4.965 -1.581 1.765 0.1022
H 6.184 -3.352 2.778 0.0706
H 5.919 -4.857 1.901 0.0772
H 5.244 -4.651 3.511 0.0758
H 3.085 -5.389 2.058 0.1149
H 1.023 -4.491 1.117 0.1160
H 0.383 -2.233 -2.487 0.0649
H 0.070 -3.905 -2.968 0.0835
H 1.327 -3.539 -1.774 0.0783
H -1.961 -4.715 -2.113 0.1254
H -3.775 -6.037 -0.902 0.0788
H -4.775 -4.594 -0.982 0.0756
H -4.476 -5.365 0.574 0.0758
H -3.335 -3.600 1.778 0.1169
H -2.122 -2.132 3.132 0.0792
H -1.052 -0.973 2.343 0.0514
H -0.384 -2.457 3.019 0.0850
Br -3.976 2.019 1.985 0.7685
C -2.589 2.863 1.025 -0.6055
C -2.664 4.241 0.782 -0.1714
C -1.687 4.886 0.077 -0.6391
Br -1.828 6.756 -0.199 0.7618
C -0.593 4.165 -0.452 -0.1869
C 0.445 4.722 -1.230 -0.0195
C 1.409 3.916 -1.760 -0.0302
C 1.372 2.538 -1.500 -0.1326
N 0.454 1.998 -0.731 -0.0645
C -0.535 2.775 -0.199 -0.1273
C -1.520 2.077 0.598 -0.4423
O -1.372 0.836 0.853 -0.2054
H -3.512 4.796 1.157 0.0957
H 0.450 5.787 -1.418 0.0818
H 2.199 4.318 -2.380 0.1121
H 2.092 1.864 -1.939 0.0892
N -3.962 -0.952 -0.776 0.0425
C -3.560 -1.477 -2.074 -0.1393
C -2.186 -0.955 -2.470 -0.5187
O -1.689 -1.110 -3.550 0.1076
O -1.560 -0.328 -1.462 0.0006
H -4.415 -1.641 -0.195 0.0799
H -4.560 -0.140 -0.846 0.0859
H -2.181 -0.344 -0.686 0.0741
H -4.249 -1.266 -2.892 0.1270
H -3.443 -2.560 -2.008 0.1013
```

- Energy above the lowest of the compared OMol25 structures with the same formula, charge and spin: 5.8 kcal per mole
- Multiplicity: 1
- HOMO energy: -6.93 eV
- LUMO: -0.33 eV

=====

The following calculated total energy values (in Ha) correspond, in order, to the records above: -536.05216; -6918.35129; -7280.30554.